Entry 1:
{"formula": "C4H7Cl3Si", "method": "wB97M-V/def2-TZVPD", "elements": ["C", "C", "C", "C", "Si", "Cl", "Cl", "Cl", "H", "H", "H", "H", "H", "H", "H"], "coordinates": [[0.31940, 2.03933, -0.05331], [0.08389, 0.81155, 0.37039], [-0.63708, -0.21290, -0.35849], [-0.19168, -1.64657, -0.16173], [-2.62548, -0.00835, 0.04887], [-3.60382, -1.56016, -0.82019], [-3.16747, 0.04683, 2.16282], [-3.41823, 1.70358, -0.68837], [0.72752, 2.89855, 0.44004], [-0.03781, 2.36557, -1.01542], [0.53051, 0.44199, 1.34289], [-0.68822, -0.24278, -1.47125], [-0.53977, -2.11626, 0.81832], [-0.89748, -2.24460, -0.90332], [0.92419, -1.78691, -0.33929]], "forces_ev_per_a": [[-0.6, 0.8, -0.7], [1.8, 0.2, 1.5], [-2.8, -1.2, -0.8], [-1.7, -2.5, 0.2], [1.3, -0.2, 1.4], [-0.1, -0.2, 0.0], [0.7, -0.2, -1.8], [0.1, 0.2, -0.1], [0.6, -0.3, 0.9], [-0.3, -0.3, -0.5], [-0.8, 0.6, -0.9], [0.2, 1.5, 0.5], [1.0, 0.8, -0.8], [2.1, 0.8, 1.2], [-1.6, 0.0, 0.1]], "lowdin_charge": [0.003, -0.263, -0.510, -0.168, -0.493, 0.324, 0.169, 0.314, 0.054, 0.056, 0.135, 0.115, 0.087, 0.076, 0.102], "smiles": "C=C[C@@H](C)[Si](Cl)(Cl)Cl", "multiplicity": 1, "gap_ev": 10.0, "relative_energy_kj_mol": 0.0}

Entry 2:
{"formula": "C4H7ClN2", "method": "wB97M-V/def2-TZVPD", "elements": ["H", "N", "C", "C", "N", "C", "C", "Cl", "H", "H", "H", "H", "H", "H"], "coordinates": [[-0.71283, -2.26009, 0.72322], [0.13690, -1.58418, 0.61420], [-0.14792, -0.40419, 0.16522], [-1.49638, 0.03985, -0.26361], [0.88246, 0.44444, -0.12175], [2.06900, -0.05335, 0.25350], [3.14926, 0.21437, -0.45896], [4.75360, -0.17730, 0.09175], [-1.36816, 0.74770, -1.17720], [-1.98726, 0.63768, 0.47514], [-2.25330, -0.78691, -0.21672], [0.77596, 0.88080, -0.95919], [1.97158, -0.88279, 0.94533], [3.24572, 0.81865, -1.29133]], "forces_ev_per_a": [[1.7, 2.1, -0.2], [-2.2, -0.8, 0.2], [-1.3, -2.9, -0.1], [-0.7, 0.7, -0.7], [-1.7, -0.8, 2.6], [2.5, -0.7, -0.8], [1.2, -0.6, 1.9], [0.0, -0.4, 0.1], [-0.9, -1.7, 1.1], [0.3, 1.1, 0.8], [1.0, 0.4, -1.3], [-0.1, 1.9, -2.6], [0.5, 0.6, 0.5], [-0.4, 1.2, -1.5]], "lowdin_charge": [0.099, 0.093, -0.491, -0.033, 0.041, -0.238, -0.542, 0.561, 0.116, 0.062, 0.094, 0.104, 0.105, 0.028], "smiles": "[H]/N=C(\\C)N/C=C/Cl", "multiplicity": 1, "gap_ev": 9.0, "relative_energy_kj_mol": 221.5}